Version one
DFT (ωB97M-V/def2-TZVPD) results for a single C12H10 molecule.

Geometry as XYZ:
```
22
Properties=species:S:1:pos:R:3:mulliken_charge:R:1
C -0.509 1.522 -3.219 -0.459
C -0.308 0.150 -3.072 -0.459
C -0.142 -0.434 -1.786 -0.547
C -0.071 0.382 -0.592 0.983
C 0.156 -0.252 0.697 0.991
C -0.264 0.376 1.831 -0.389
C -0.017 -0.229 3.106 -0.374
C 0.518 -1.559 3.217 -0.333
C 0.967 -2.172 2.008 -0.633
C 0.723 -1.613 0.761 -0.804
C -0.273 1.738 -0.803 -0.547
C -0.555 2.285 -1.997 -1.009
H -0.697 1.814 -4.211 0.420
H -0.248 -0.497 -3.914 0.391
H 0.233 -1.420 -1.877 0.170
H -0.812 1.383 1.706 0.163
H -0.593 0.226 4.022 0.241
H 0.667 -1.987 4.468 0.179
H 1.244 -3.089 1.909 0.511
H 1.022 -2.191 0.093 0.515
H -0.365 2.399 -0.058 0.409
H -0.676 3.167 -2.288 0.581
```

Calculated values
Charge: 0
LUMO energy, eV: 0.40
SMILES: c1ccc(-c2ccccc2)cc1
Gap between HOMO and LUMO, eV: 8.7

Version two
DFT (ωB97M-V/def2-TZVPD) results for a single C12H10 molecule.

Geometry as XYZ:
```
22
Properties=species:S:1:pos:R:3:mulliken_charge:R:1
C 3.572 -0.059 -0.032 -0.033
C 2.960 -1.202 -0.059 -1.053
C 1.482 -1.209 -0.088 -0.121
C 0.744 -0.058 -0.012 0.585
C -0.707 -0.038 -0.010 0.943
C -1.491 -1.217 0.081 -0.564
C -2.887 -1.182 0.005 -0.750
C -3.533 0.029 -0.014 -0.138
C -2.854 1.213 -0.082 -1.012
C -1.434 1.231 -0.074 -0.483
C 1.543 1.166 0.099 -0.506
C 2.926 1.158 0.025 -0.460
H 4.767 0.171 -0.016 0.141
H 3.287 -2.089 0.063 0.588
H 0.877 -2.103 -0.210 0.269
H -1.064 -2.122 0.141 0.442
H -3.573 -1.947 0.107 0.421
H -4.746 -0.060 0.077 0.174
H -3.419 1.908 -0.191 0.701
H -0.930 2.146 0.123 0.247
H 1.037 2.009 0.079 0.412
H 3.444 2.256 -0.011 0.198
```

Calculated values
Charge: 0
LUMO energy, eV: 0.61
SMILES: c1ccc(-c2ccccc2)cc1
Gap between HOMO and LUMO, eV: 9.0

Most stable structure: version two

Version one
DFT (ωB97M-V/def2-TZVPD) results for a gas-phase ion, CH3FNO2S (charge -1).

Geometry as XYZ:
```
9
Properties=species:S:1:pos:R:3:mulliken_charge:R:1
C 0.043 -0.433 0.259 0.058
N 0.681 0.823 -0.661 -0.541
O 1.660 1.005 1.728 -0.632
O 1.851 3.017 0.109 -0.543
F 0.358 -1.632 -0.363 -0.292
S 2.060 1.603 0.408 0.401
H 0.400 -0.331 1.316 0.208
H -1.098 -0.149 0.175 0.143
H 1.062 0.675 -1.614 0.197
```

Calculated values
Charge: -1
LUMO energy, eV: 4.26
Gap between HOMO and LUMO, eV: 7.5

Version two
DFT (ωB97M-V/def2-TZVPD) results for 2 unconnected molecules or ions with the total composition CH3FNO2S.

Geometry as XYZ:
```
9
Properties=species:S:1:pos:R:3:mulliken_charge:R:1
C -2.544 -0.519 0.701 -0.163
N 1.198 -0.165 -0.595 -0.701
O -1.261 1.757 0.903 -0.530
O -1.765 1.142 -1.406 -0.441
F -2.884 -1.539 -0.154 -0.212
S -1.434 0.675 -0.092 0.616
H -1.831 -0.884 1.546 0.110
H 0.564 -0.485 -1.310 0.176
H 1.411 0.908 -0.955 0.145
```

Calculated values
Charge: -1
LUMO energy (spin up / spin down), eV: 2.98 / 2.98
Gap between HOMO and LUMO (spin up / spin down), eV: 6.4 / 6.4

Most stable structure: version one

Version one
DFT (ωB97M-V/def2-TZVPD) results for a single C5H7F3 molecule.

Geometry as XYZ:
```
15
Properties=species:S:1:pos:R:3:mulliken_charge:R:1
C -0.697 0.889 1.155 -1.553
C -0.159 0.007 0.041 0.802
C -1.077 -0.987 -0.632 -1.125
C 1.048 0.569 -1.036 -0.603
F 1.578 1.802 -0.720 -0.296
C 1.311 -0.428 0.085 0.895
F 1.598 -1.648 -0.319 -0.316
F 2.158 -0.169 1.066 -0.298
H -1.198 0.190 1.894 0.402
H -1.509 1.588 0.862 0.321
H 0.018 1.450 1.734 0.364
H -2.033 -0.898 0.138 0.305
H -0.708 -2.055 -0.637 0.303
H -1.352 -0.597 -1.621 0.308
H 1.020 0.286 -2.009 0.493
```

Calculated values
Charge: 0
LUMO energy, eV: 0.91
SMILES: CC1(C)[C@@H](F)C1(F)F
Gap between HOMO and LUMO, eV: 10.8

Version two
DFT (ωB97M-V/def2-TZVPD) results for a molecular structure, C5H7F3.

Geometry as XYZ:
```
15
Properties=species:S:1:pos:R:3:mulliken_charge:R:1
C -1.342 -0.687 0.167 -0.592
C 0.032 0.001 -0.021 1.634
C -0.818 1.110 0.541 0.374
C 1.180 -0.481 0.823 -2.112
C 0.500 0.110 -1.491 -1.304
F -1.571 -1.486 1.253 -0.267
F -1.374 2.120 -0.107 -0.278
F -0.801 1.460 1.852 -0.268
H -2.042 -0.561 -0.714 0.386
H 1.351 -1.514 0.681 0.464
H 0.971 -0.432 1.886 0.390
H 2.100 -0.075 0.710 0.597
H 0.625 1.241 -1.909 0.248
H -0.200 -0.348 -2.301 0.291
H 1.390 -0.457 -1.370 0.435
```

Calculated values
Charge: 0
LUMO energy, eV: 0.86
Gap between HOMO and LUMO, eV: 9.2

Most stable structure: version one